(1)
Formula: C45H31ClNO32P
Source: OMol25
Level of theory: ωB97M-V/def2-TZVPD

Output
HOMO-LUMO gap (eV): 7.72
DFT total energy (hartree): -4997.4153
Spin multiplicity: 1
Highest occupied orbital energy (eV): -9.47
SMILES string: O=C1C=C(O)C(=O)C=C1O.O=C1C=C(O)C(=O)C=C1O.O=C1C=C(O)C(=O)C=C1O.O=C1C=C(O)C(=O)C=C1O.O=C1C=C(O)C(=O)C=C1O.O=C1C=C(O)C(=O)C=C1O.O=C1C=C(O)C(=O)C=C1O.O=C=NC(=O)OCP(O)Cl

Bonds (Å) are listed after each position.
Geometry (Å):
1 O 4.0217 5.8131 3.9429  C2 1.213
2 C 4.4443 5.7359 5.0771  O1 1.213, C3 1.459, C9 1.507
3 C 5.3959 6.6902 5.6358  C2 1.459, C4 1.337, H11 1.081
4 C 5.8342 6.5460 6.8910  C3 1.337, O5 1.330, C6 1.499
5 O 6.6989 7.3865 7.4510  C4 1.330, H12 0.975
6 C 5.3761 5.4158 7.7621  C4 1.499, O7 1.217, C8 1.452
7 O 5.8299 5.3385 8.8888  C6 1.217
8 C 4.4120 4.4757 7.2178  C6 1.452, C9 1.341, H13 1.081
9 C 3.9657 4.6134 5.9606  C2 1.507, C8 1.341, O10 1.327
10 O 3.0829 3.7677 5.4454  C9 1.327, H14 0.987
11 H 5.7208 7.5013 4.9998  C3 1.081
12 H 6.8469 7.0520 8.3550  O5 0.975
13 H 4.0773 3.6751 7.8624  C8 1.081
14 H 2.8733 4.0391 4.5202  O10 0.987
15 O 4.0590 -3.2746 -4.2385  C16 1.215
16 C 3.1701 -2.6721 -4.8073  O15 1.215, C17 1.456, C23 1.503
17 C 2.6449 -1.3950 -4.3458  C16 1.456, C18 1.338, H25 1.081
18 C 1.6531 -0.7982 -5.0160  C17 1.338, O19 1.330, C20 1.499
19 O 1.1370 0.3679 -4.6391  C18 1.330, H26 0.975
20 C 1.0501 -1.4088 -6.2448  C18 1.499, O21 1.217, C22 1.453
21 O 0.1374 -0.8185 -6.7918  C20 1.217
22 C 1.5870 -2.6728 -6.7201  C20 1.453, C23 1.339, H27 1.081
23 C 2.5824 -3.2715 -6.0535  C16 1.503, C22 1.339, O24 1.328
24 O 3.1098 -4.4258 -6.4450  C23 1.328, H28 0.978
25 H 3.0797 -0.9585 -3.4576  C17 1.081
26 H 0.4388 0.5748 -5.2872  O19 0.975
27 H 1.1539 -3.0955 -7.6153  C22 1.081
28 H 3.8079 -4.6506 -5.7974  O24 0.978
29 O -1.1983 -0.3427 5.0094  C30 1.217
30 C -0.8156 -0.3511 6.1650  O29 1.217, C31 1.453, C37 1.500
31 C 0.1112 0.6269 6.7092  C30 1.453, C32 1.337, H39 1.080
32 C 0.4996 0.5442 7.9862  C31 1.337, O33 1.329, C34 1.499
33 O 1.3445 1.4111 8.5343  C32 1.329, H40 0.976
34 C 0.0044 -0.5403 8.8951  C32 1.499, O35 1.215, C36 1.457
35 O 0.4137 -0.5657 10.0386  C34 1.215
36 C -0.9423 -1.5076 8.3569  C34 1.457, C37 1.338, H41 1.081
37 C -1.3314 -1.4233 7.0791  C30 1.500, C36 1.338, O38 1.329
38 O -2.1935 -2.2760 6.5340  C37 1.329, H42 0.975
39 H 0.4636 1.4052 6.0483  C31 1.080
40 H 1.4505 1.1242 9.4612  O33 0.976
41 H -1.3057 -2.2768 9.0232  C36 1.081
42 H -2.2993 -1.9929 5.6073  O38 0.975
43 O -1.7371 -2.8686 -4.8134  C44 1.217
44 C -2.7569 -2.2068 -4.8647  O43 1.217, C45 1.454, C51 1.501
45 C -2.9631 -1.1202 -5.8091  C44 1.454, C46 1.339, H53 1.081
46 C -4.1063 -0.4242 -5.7909  C45 1.339, O47 1.330, C48 1.503
47 O -4.3386 0.5794 -6.6326  C46 1.330, H54 0.973
48 C -5.2013 -0.7355 -4.8092  C46 1.503, O49 1.221, C50 1.450
49 O -6.2179 -0.0588 -4.8273  C48 1.221
50 C -5.0051 -1.8333 -3.8817  C48 1.450, C51 1.339, H55 1.080
51 C -3.8618 -2.5301 -3.9022  C44 1.501, C50 1.339, O52 1.327
52 O -3.6277 -3.5449 -3.0806  C51 1.327, H56 0.975
53 H -2.1646 -0.9074 -6.5064  C45 1.081
54 H -5.2228 0.9260 -6.4190  O47 0.973
55 H -5.8083 -2.0566 -3.1943  C50 1.080
56 H -2.7352 -3.8690 -3.3035  O52 0.975
57 O -11.1313 -1.3180 -9.9980  C58 1.216
58 C -10.4071 -1.4695 -9.0327  O57 1.216, C59 1.454, C65 1.499
59 C -9.3291 -0.5577 -8.6857  C58 1.454, C60 1.341, H67 1.081
60 C -8.5598 -0.7941 -7.6137  C59 1.341, O61 1.330, C62 1.507
61 O -7.5702 0.0271 -7.2741  C60 1.330, H68 0.985
62 C -8.7780 -2.0058 -6.7451  C60 1.507, O63 1.213, C64 1.458
63 O -8.0379 -2.1943 -5.8023  C62 1.213
64 C -9.8740 -2.9052 -7.0836  C62 1.458, C65 1.338, H69 1.081
65 C -10.6412 -2.6585 -8.1511  C58 1.499, C64 1.338, O66 1.329
66 O -11.6530 -3.4437 -8.5050  C65 1.329, H70 0.975
67 H -9.1826 0.3044 -9.3207  C59 1.081
68 H -7.1423 -0.2993 -6.4488  O61 0.985
69 H -10.0313 -3.7626 -6.4448  C64 1.081
70 H -12.0343 -3.0414 -9.3074  O66 0.975
71 O -1.7791 2.1980 9.7610  C72 1.218
72 C -1.5090 3.3591 10.0109  O71 1.218, C73 1.453, C79 1.500
73 C -0.4217 4.0819 9.3737  C72 1.453, C74 1.339, H81 1.081
74 C -0.1715 5.3532 9.7096  C73 1.339, O75 1.328, C76 1.501
75 O 0.8075 6.0609 9.1591  C74 1.328, H82 0.975
76 C -0.9898 6.0705 10.7433  C74 1.501, O77 1.215, C78 1.457
77 O -0.6984 7.2189 11.0136  C76 1.215
78 C -2.0939 5.3531 11.3664  C76 1.457, C79 1.339, H83 1.081
79 C -2.3434 4.0823 11.0266  C72 1.500, C78 1.339, O80 1.328
80 O -3.3360 3.3793 11.5601  C79 1.328, H84 0.975
81 H 0.1597 3.5520 8.6320  C73 1.081
82 H 0.7711 6.9401 9.5801  O75 0.975
83 H -2.6865 5.8836 12.0978  C78 1.081
84 H -3.2927 2.4974 11.1465  O80 0.975
85 O 6.7845 -6.5980 -9.5335  C86 1.215
86 C 6.7840 -6.8861 -8.3537  O85 1.215, C87 1.457, C93 1.501
87 C 5.8022 -6.3791 -7.4035  C86 1.457, C88 1.337, H95 1.082
88 C 5.8790 -6.7311 -6.1154  C87 1.337, O89 1.333, C90 1.499
89 O 5.0117 -6.3024 -5.1979  C88 1.333, H96 0.976
90 C 6.9556 -7.6402 -5.6043  C88 1.499, O91 1.215, C92 1.455
91 O 6.9706 -7.9017 -4.4174  C90 1.215
92 C 7.9229 -8.1645 -6.5567  C90 1.455, C93 1.339, H97 1.081
93 C 7.8472 -7.8162 -7.8472  C86 1.501, C92 1.339, O94 1.328
94 O 8.6998 -8.2637 -8.7610  C93 1.328, H98 0.975
95 H 5.0301 -5.7231 -7.7823  C87 1.082
96 H 5.2954 -6.7014 -4.3539  O89 0.976
97 H 8.6851 -8.8317 -6.1805  C92 1.081
98 H 8.4249 -7.8599 -9.6050  O94 0.975
99 O 0.4437 3.5962 4.9350  C100 1.147
100 C 0.2165 3.9248 3.8602  O99 1.147, N101 1.204
101 N 0.1141 4.2544 2.7070  C100 1.204, C102 1.425
102 C 1.3065 3.8625 2.0318  N101 1.425, O103 1.201, O104 1.298
103 O 2.3541 3.8244 2.6173  C102 1.201
104 O 1.1199 3.5893 0.7767  C102 1.298, C105 1.433
105 C 2.2560 2.9742 0.1565  O104 1.433, P106 1.874, H109 1.081, H110 1.079
106 P 1.8006 2.2534 -1.5129  C105 1.874, O107 1.636, Cl108 2.088
107 O 0.3449 1.5316 -1.3205  P106 1.636, H111 0.966
108 Cl 3.1424 0.6535 -1.5044  P106 2.088
109 H 2.6467 2.1903 0.7907  C105 1.081
110 H 3.0115 3.7226 -0.0234  C105 1.079
111 H 0.4602 0.7738 -0.7329  O107 0.966

***

(2)
Formula: C14H17O9
Source: OMol25
Level of theory: ωB97M-V/def2-TZVPD

Output
HOMO-LUMO gap (eV): 7.24
DFT total energy (hartree): -1220.8989
Spin multiplicity: 1
Highest occupied orbital energy (eV): -4.97
Charge: -1

Bonds (Å) are listed after each position.
Geometry (Å):
1 C -3.4936 1.5062 2.9071  C2 1.512, H20 1.092, H21 1.086, H22 1.089
2 C -4.6946 0.6586 2.5534  C1 1.512, O3 1.201, O4 1.354
3 O -5.8110 1.1002 2.5174  C2 1.201
4 O -4.4972 -0.6585 2.3085  C2 1.354, C5 1.435
5 C -3.2102 -1.0966 1.8500  O4 1.435, C6 1.536, H23 1.091, H24 1.089
6 C -2.9402 -0.7223 0.3846  C5 1.536, C7 1.537, H25 1.090, H26 1.093
7 C -1.4906 -0.2620 0.1646  C6 1.537, C8 1.552, H27 1.093, H28 1.091
8 C -0.8967 -0.6480 -1.2161  C7 1.552, C9 1.488, H29 1.091, H30 1.091
9 C 0.4894 -1.1669 -1.0582  C8 1.488, C10 1.333, C18 1.492
10 C 1.6587 -0.5349 -0.9547  C9 1.333, C11 1.481, C15 1.491
11 C 2.0121 0.8793 -1.2151  C10 1.481, C12 1.525, H31 1.089, H32 1.090
12 C 1.6633 1.8539 -0.0952  C11 1.525, C13 1.471, O14 1.401, H33 1.083
13 C 2.4754 1.7775 1.1285  C12 1.471, O14 1.496, H34 1.081, H35 1.083
14 O 1.0489 1.3341 1.0518  C12 1.401, C13 1.496
15 C 2.5947 -1.5534 -0.3976  C10 1.491, O16 1.187, O17 1.393
16 O 3.3987 -1.4110 0.4644  C15 1.187
17 O 2.1211 -2.8118 -0.7614  C15 1.393, C18 1.382
18 C 0.8046 -2.6226 -1.1379  C9 1.492, O17 1.382, O19 1.190
19 O 0.1771 -3.4829 -1.6702  C18 1.190
20 H -2.8732 1.6912 2.0279  C1 1.092
21 H -3.8694 2.4585 3.2694  C1 1.086
22 H -2.8632 1.0303 3.6571  C1 1.089
23 H -2.4143 -0.7452 2.5086  C5 1.091
24 H -3.2408 -2.1799 1.9619  C5 1.089
25 H -3.1872 -1.5743 -0.2495  C6 1.090
26 H -3.6335 0.0846 0.1315  C6 1.093
27 H -0.8575 -0.6757 0.9540  C7 1.093
28 H -1.4310 0.8200 0.2938  C7 1.091
29 H -1.5132 -1.4460 -1.6314  C8 1.091
30 H -0.9003 0.2301 -1.8630  C8 1.091
31 H 3.0838 0.9421 -1.3958  C11 1.089
32 H 1.5205 1.2062 -2.1314  C11 1.090
33 H 1.3811 2.8431 -0.4341  C12 1.083
34 H 2.4490 2.5572 1.8764  C13 1.081
35 H 3.1084 0.9050 1.2369  C13 1.083
36 C 4.6284 0.2403 -3.7198  O37 1.242, O38 1.447, O39 1.233
37 O 5.6761 -0.0167 -4.3352  C36 1.242
38 O 4.4943 -0.5242 -2.4982  C36 1.447, H40 0.965
39 O 3.7024 1.0208 -3.9489  C36 1.233
40 H 5.3296 -1.0062 -2.5342  O38 0.965